(1)
C21H49B2ClINO8Si2 | ωB97M-V/def2-TZVPD

Cartesian coordinates (Å):
C 1.4845 3.1343 -0.1181
C 1.8025 2.6114 -1.5113
O 1.8571 1.1816 -1.4861
B 1.1388 0.3860 -2.3374
O 0.8116 0.7506 -3.6196
Si 0.5475 -1.4493 -1.6627
O -0.9441 -1.3144 -0.8818
Si -1.3684 -0.0185 0.0140
Cl -1.8550 1.5264 -1.2619
C -2.8433 -0.4719 1.0507
I -3.3148 1.2374 2.2553
C -2.5984 -1.8007 1.8135
C -2.9555 -1.8509 3.2938
B 1.9337 -2.2106 -0.3995
N 1.8378 -2.0703 1.0656
O 2.9792 -2.8539 -1.0037
H 0.4125 3.2706 0.0284
H 1.8480 2.4335 0.6338
H 1.9654 4.1021 0.0345
H 1.0379 2.9465 -2.2213
H 2.7697 2.9942 -1.8412
H 1.0596 1.6565 -3.8552
H 0.3595 -2.3556 -2.8213
H -0.2458 0.4370 0.8536
H -3.7088 -0.5716 0.3966
H -1.5560 -2.1115 1.6875
H -3.1977 -2.5546 1.2976
H -2.3328 -1.1780 3.8838
H -3.9993 -1.5910 3.4739
H -2.7916 -2.8656 3.6658
H 2.2215 -2.8900 1.5340
H 2.3776 -1.2781 1.4059
H 3.6889 -3.0392 -0.3689
C 6.3483 -4.7739 2.9469
C 6.4587 -3.4395 3.6837
C 6.5660 -2.4579 2.5242
O 5.8102 -3.0255 1.4500
C 5.4920 -4.3864 1.7495
H 5.8995 -5.5671 3.5426
H 7.3334 -5.1084 2.6166
H 5.5517 -3.2501 4.2613
H 7.3112 -3.3824 4.3585
H 7.6053 -2.3382 2.2024
H 6.1601 -1.4720 2.7524
H 4.4246 -4.4543 1.9939
H 5.6832 -4.9963 0.8656
C -5.3599 -4.0562 5.8864
C -5.5910 -3.1489 7.0940
C -5.4407 -1.7675 6.4681
O -5.8967 -1.8898 5.1215
C -6.0448 -3.2667 4.7776
H -5.7719 -5.0575 6.0041
H -4.2907 -4.1470 5.6826
H -6.6033 -3.2843 7.4799
H -4.8890 -3.3178 7.9094
H -4.3927 -1.4476 6.4637
H -6.0327 -1.0002 6.9683
H -7.1110 -3.5098 4.7176
H -5.5985 -3.4324 3.7956
C -3.5784 0.9236 -5.7883
C -3.8793 1.1965 -4.3158
C -5.3620 1.5421 -4.3677
O -5.9112 0.7860 -5.4481
C -4.8587 0.2286 -6.2351
H -2.6910 0.3121 -5.9454
H -3.4476 1.8638 -6.3287
H -3.7164 0.2941 -3.7236
H -3.2764 1.9939 -3.8857
H -5.5120 2.6093 -4.5656
H -5.8965 1.2843 -3.4525
H -4.8047 -0.8500 -6.0512
H -5.0906 0.3866 -7.2894
C 4.7994 6.8650 -4.1197
C 3.2976 6.7687 -4.3856
C 2.9885 5.3690 -3.8703
O 3.9032 5.1223 -2.8031
C 4.9224 6.1244 -2.7940
H 5.1687 7.8878 -4.0634
H 5.3559 6.3423 -4.9001
H 2.7612 7.5162 -3.7979
H 3.0272 6.8989 -5.4323
H 3.1444 4.6165 -4.6516
H 1.9695 5.2696 -3.4916
H 4.7552 6.7979 -1.9468
H 5.8882 5.6360 -2.6613

Forces on the atoms, in the same order (eV/Å):
C -0.11 0.15 -0.06
C 0.28 0.09 -0.02
O -0.52 -0.06 0.24
B 0.14 -0.03 -0.24
O -0.09 0.24 0.11
Si 0.27 -0.11 -0.28
O 0.14 0.31 0.03
Si 0.02 -0.23 0.19
Cl 0.00 0.15 -0.07
C -0.04 -0.25 -0.11
I 0.03 0.12 0.05
C -0.07 -0.04 0.00
C -0.01 -0.06 0.02
B 0.02 0.13 0.06
N 0.33 -0.31 -0.20
O -0.05 -0.06 0.28
H 0.00 -0.14 0.03
H 0.07 0.06 -0.04
H 0.00 -0.03 0.02
H 0.04 0.03 0.01
H -0.01 -0.07 -0.05
H 0.03 -0.21 0.03
H -0.11 -0.03 0.06
H -0.03 0.04 -0.03
H -0.05 0.07 0.09
H 0.00 0.06 0.05
H 0.09 -0.02 -0.05
H -0.01 0.02 -0.02
H 0.03 0.03 0.02
H 0.00 0.02 0.00
H 0.08 0.11 0.03
H -0.35 0.16 0.05
H 0.02 -0.05 -0.12
C 0.01 0.03 0.01
C -0.01 -0.01 -0.01
C 0.02 0.03 0.00
O -0.09 -0.05 -0.06
C -0.04 0.00 0.01
H 0.00 0.01 0.01
H 0.00 0.01 -0.01
H 0.00 0.00 0.00
H 0.00 -0.01 0.00
H 0.00 0.00 0.00
H 0.00 0.00 0.00
H 0.01 -0.05 0.01
H 0.00 0.02 -0.01
C 0.01 0.01 0.00
C -0.01 0.00 -0.01
C 0.03 -0.02 0.02
O -0.05 0.02 -0.05
C 0.01 -0.03 0.03
H -0.01 0.00 0.01
H 0.00 0.01 -0.01
H 0.00 0.01 0.00
H 0.01 -0.01 -0.01
H 0.00 0.00 0.00
H 0.00 0.00 -0.01
H 0.00 -0.01 0.00
H 0.00 0.01 -0.01
C -0.01 0.01 0.00
C -0.02 -0.02 -0.03
C 0.03 0.01 0.00
O -0.03 0.00 -0.01
C 0.03 0.00 0.01
H 0.00 0.00 0.02
H -0.01 0.00 0.00
H 0.01 0.00 0.01
H 0.00 0.00 -0.01
H 0.00 0.00 0.01
H 0.00 0.00 0.00
H 0.01 0.00 0.00
H -0.01 0.00 0.00
C -0.01 -0.01 -0.01
C 0.02 0.01 0.03
C -0.02 -0.02 -0.05
O -0.01 -0.02 0.06
C 0.01 0.01 -0.02
H -0.01 0.00 0.00
H 0.00 -0.01 0.00
H 0.00 0.00 0.00
H 0.02 0.00 0.00
H -0.02 0.01 -0.02
H 0.01 -0.01 0.01
H 0.00 0.01 0.00
H 0.00 0.00 0.00

Values from the calculation:
Electronic energy = -2873.036899 a.u.
E_LUMO = 0.50 eV
E_HOMO = -0.331 hartree
Molecular weight = 683.78 u


(2)
C21H49Cl2N17O10P | ωB97M-V/def2-TZVPD

Cartesian coordinates (Å):
C -3.6126 3.3517 3.3165
C -3.6900 3.7791 1.7639
P -3.7124 2.2748 0.5620
C -5.1294 1.1834 1.2766
C -6.1849 0.7268 0.1409
C -2.1430 1.2891 1.0668
C -0.9594 1.9597 1.8312
N 0.2208 1.2644 2.2693
C 0.3507 -0.1651 1.9875
C 1.6861 -0.8448 2.5674
Cl 3.3697 -0.3872 2.0627
C 1.4562 -1.8501 3.5695
C 0.0164 -2.3089 4.0766
Cl 2.8921 -2.6880 4.3602
C -0.7392 -0.9673 1.2006
C -2.0277 -0.2380 0.7095
C -3.1365 -1.0719 -0.0726
O -3.6876 -2.0093 0.5628
O -3.4599 -0.7095 -1.3942
H -4.1405 4.1518 3.9649
H -2.5249 3.3099 3.6974
H -4.0745 2.3352 3.5543
H -4.7157 4.2957 1.6249
H -2.8388 4.5043 1.4679
H -4.6726 0.2461 1.7821
H -5.6913 1.7413 2.0988
H -7.2289 1.0397 0.5220
H -6.1533 -0.4184 0.0889
H -6.0137 1.2176 -0.8822
H -1.0322 3.0707 2.0587
H 0.9699 1.7645 2.7841
H -0.7787 -1.4767 4.0514
H 0.0691 -2.7739 5.1176
H -0.3753 -3.1195 3.3463
H -0.5344 -2.0730 1.0183
H -2.8923 0.0679 -1.6160
C 3.6374 0.1438 -2.8358
O 3.7551 -0.3699 -3.9396
N 3.4152 -0.5817 -1.7126
N 3.7188 1.4826 -2.6400
H 3.3155 -0.1800 -0.7977
H 3.3484 -1.5822 -1.8175
H 3.8838 2.0559 -3.4525
H 3.6252 1.9246 -1.7438
C -5.5379 -5.2948 0.5667
O -4.5663 -5.7591 -0.0104
N -6.6842 -5.9974 0.7502
N -5.5551 -4.0377 1.0734
H -7.4930 -5.6348 1.2211
H -6.7100 -6.9364 0.3873
H -4.7191 -3.4828 0.9561
H -6.3427 -3.6380 1.5505
C 6.6349 1.8332 -6.2565
O 7.3684 2.4216 -7.0422
N 6.8026 1.8968 -4.9157
N 5.5929 1.0691 -6.6578
H 6.2123 1.4233 -4.2549
H 7.5680 2.4554 -4.5746
H 5.4324 0.9952 -7.6492
H 4.9817 0.5799 -6.0259
C 2.1941 -4.9592 0.5857
O 1.5337 -4.4567 -0.3127
N 2.8140 -4.2167 1.5361
N 2.3630 -6.2971 0.7095
H 3.3606 -4.6059 2.2824
H 2.7106 -3.2171 1.4765
H 1.9166 -6.8817 0.0211
H 2.9009 -6.7279 1.4394
C -8.4996 -1.3924 -2.3188
O -8.2099 -0.7562 -1.3147
N -9.7426 -1.8848 -2.5383
N -7.6024 -1.6600 -3.2987
H -10.0005 -2.4089 -3.3548
H -10.4381 -1.7067 -1.8322
H -6.6665 -1.3108 -3.1720
H -7.8199 -2.1799 -4.1295
C 6.1192 6.2035 -5.7148
O 5.8391 7.2692 -5.1714
N 7.0098 5.3298 -5.1942
N 5.5602 5.8101 -6.8836
H 7.2508 4.4530 -5.6256
H 7.4501 5.5841 -4.3240
H 4.8909 6.4332 -7.3052
H 5.7771 4.9426 -7.3431
C 0.1249 -4.1632 7.9124
O -0.5320 -3.6782 6.9996
N 0.7314 -3.4064 8.8582
N 0.3015 -5.4980 8.0551
H 1.2736 -3.7842 9.6140
H 0.6229 -2.4079 8.7864
H -0.1348 -6.0946 7.3707
H 0.8355 -5.9155 8.7955
C 5.9228 5.6120 -1.5885
O 6.4794 4.5977 -1.9917
N 5.6478 5.8207 -0.2746
N 5.5346 6.6103 -2.4141
H 5.1936 6.6436 0.0774
H 5.9225 5.0996 0.3721
H 5.7222 6.4941 -3.4032
H 5.0779 7.4476 -2.1017

Forces on the atoms, in the same order (eV/Å):
C 0.44 0.64 0.58
C -0.22 -0.26 0.85
P 0.07 -0.06 0.95
C -0.09 -0.71 0.26
C -0.25 -0.02 0.87
C 2.74 -1.86 1.40
C -0.93 -2.23 -1.01
N -3.32 -2.33 -2.48
C -0.58 0.17 -0.83
C -1.87 -2.09 2.10
Cl -2.23 -0.22 0.36
C 0.29 1.67 -1.39
C 0.15 -0.45 -0.64
Cl -2.05 1.30 -1.03
C -0.13 3.78 0.83
C 3.47 1.70 1.92
C -1.56 -2.02 1.35
O 2.54 4.21 -3.06
O 1.43 -0.09 3.17
H 0.85 -1.36 -1.07
H -1.66 0.07 -0.61
H 0.51 1.44 -0.53
H 1.77 -0.77 -0.17
H -1.53 -1.07 0.45
H -0.70 1.57 -0.77
H 0.99 -0.52 -1.09
H 1.64 -0.67 -0.88
H -0.20 1.86 -0.32
H -0.17 -0.88 1.57
H 0.29 -1.77 -0.26
H -0.68 -0.57 -0.51
H 1.53 -1.06 0.11
H -0.01 0.72 -1.36
H 0.77 1.16 1.22
H -0.34 1.70 0.19
H -0.55 -0.61 -0.04
C 0.01 -0.12 -0.32
O 0.14 0.16 0.01
N -0.19 -0.67 0.40
N 0.05 0.67 -0.27
H 0.07 -0.03 -0.12
H -0.01 0.14 0.05
H -0.04 0.01 0.20
H 0.12 -0.02 -0.09
C 0.30 -0.07 -0.15
O -0.08 0.04 0.06
N -0.53 -0.67 -0.07
N 0.34 0.55 0.24
H 0.09 -0.01 -0.04
H -0.01 0.19 0.08
H -0.49 -0.28 0.00
H 0.02 -0.10 -0.07
C -0.03 -0.19 -0.18
O -0.05 0.38 0.08
N 0.35 0.29 0.67
N -0.48 -0.22 -0.53
H 0.05 -0.02 -0.07
H -0.16 -0.19 0.08
H 0.06 -0.01 0.19
H 0.03 -0.06 0.09
C -0.20 -0.09 -0.40
O -0.01 0.19 0.14
N 0.18 0.58 0.37
N -0.12 -0.59 -0.19
H -0.04 0.03 -0.08
H 0.12 -0.22 0.00
H 0.08 0.09 0.13
H -0.03 0.06 -0.07
C 0.01 0.10 0.20
O -0.05 -0.06 -0.08
N -0.68 -0.12 0.19
N 0.66 0.07 -0.31
H 0.04 0.05 0.07
H 0.12 -0.04 -0.16
H -0.17 -0.12 -0.04
H 0.01 0.03 0.09
C 0.25 -0.17 -0.30
O -0.12 -0.03 0.08
N 0.39 -0.01 0.48
N -0.56 0.14 -0.52
H -0.05 0.05 -0.18
H -0.02 -0.17 -0.13
H 0.15 -0.12 0.07
H 0.13 0.02 0.08
C -0.05 -0.04 -0.03
O 0.07 0.09 -0.12
N 0.19 0.65 0.23
N -0.09 -0.61 -0.27
H -0.07 0.01 -0.06
H 0.01 -0.20 0.07
H 0.07 0.09 0.16
H -0.06 0.06 -0.04
C -0.05 0.29 -0.51
O 0.01 -0.15 0.14
N -0.11 -0.37 0.98
N 0.04 -0.32 -0.21
H 0.09 -0.03 -0.09
H 0.02 0.20 -0.11
H -0.20 0.54 0.08
H 0.10 -0.04 -0.06

Values from the calculation:
Total charge = +1
Electronic energy = -3774.484311 a.u.
E_LUMO = -5.07 eV
E_HOMO = -0.400 hartree
Molecular weight = 801.61 u


(3)
C21H50BCl4F4N9O17 | ωB97M-V/def2-TZVPD

Cartesian coordinates (Å):
C 1.5235 -1.7980 -1.0127
C 0.9086 -0.5763 -0.3234
C 0.8701 0.5911 -1.3917
C 0.0234 1.7483 -0.9667
C -1.3333 1.3836 -0.4481
C -1.3462 0.2669 0.6976
N -0.4847 -0.8650 0.2222
O -0.5719 -2.0652 0.9979
C -2.8262 -0.2183 0.7700
C -1.0324 0.9231 2.0417
C 1.9572 -0.1688 0.7987
H 1.8340 -2.6206 -0.3685
H 2.3777 -1.4205 -1.5747
H 0.8444 -2.3023 -1.7002
H 0.5851 0.1793 -2.3599
H 1.8702 0.9317 -1.6596
H -0.1632 2.3252 -1.8726
H 0.5846 2.3196 -0.2273
H -1.8968 1.0521 -1.3203
H -1.9022 2.2397 -0.0854
H -2.7595 -0.9918 1.5351
H -3.1234 -0.7853 -0.1121
H -3.6208 0.5080 0.9410
H -1.8937 1.3998 2.5097
H -0.1825 1.6033 2.0975
H -0.7106 0.0953 2.6736
H 1.7874 0.8766 1.0560
H 3.0024 -0.3964 0.5891
H 1.5409 -0.6494 1.6840
B -1.2842 -2.0625 -2.7922
F -0.5984 -3.2472 -2.5447
F -2.1904 -1.7962 -1.7926
F -0.3286 -1.0595 -2.8686
F -2.0509 -2.2078 -3.9079
Cl 0.6899 1.5224 -4.0203
C 0.5789 3.0492 -3.2441
C 0.4544 4.2433 -4.2537
Cl -1.1051 4.3997 -5.0480
H 1.4714 3.1684 -2.6297
H -0.2645 2.9790 -2.5572
H 1.2677 4.1951 -4.9777
H 0.6082 5.1649 -3.6923
Cl -5.2113 0.7655 -3.3014
C -3.6193 0.1319 -2.8593
C -2.6184 1.0865 -3.4964
Cl -2.5273 2.5863 -2.6026
H -3.6417 -0.8231 -3.3843
H -3.4534 -0.0310 -1.7944
H -2.9031 1.2134 -4.5409
H -1.6181 0.6559 -3.4506
C -1.6203 -1.8468 3.4529
N -1.5261 -3.2343 2.8136
O -2.4203 -3.5184 1.9707
O -0.5868 -3.9148 2.9232
H -2.4321 -1.3272 2.9439
H -0.6425 -1.3980 3.2777
H -1.7809 -1.9570 4.5254
C 4.0432 1.8526 0.1954
N 3.9387 3.0981 -0.6168
O 2.8637 3.3815 -1.1379
O 4.9151 3.8357 -0.6905
H 3.0207 1.5214 0.3773
H 4.6102 2.1124 1.0893
H 4.3672 1.0389 -0.4534
C 1.3796 3.8360 1.2342
N 0.2489 4.7047 1.6814
O 0.4842 5.8348 2.0963
O -0.8932 4.2624 1.7733
H 1.7539 3.3655 2.1433
H 2.1769 4.5117 0.9246
H 0.9840 3.1186 0.5152
C -5.1949 -0.8007 -0.3034
N -4.2758 -1.5393 0.5056
O -3.4020 -2.2242 -0.0485
O -4.3438 -1.3997 1.7489
H -4.5667 -0.1609 -0.9231
H -5.7683 -0.1913 0.3951
H -5.8627 -1.4178 -0.9045
C -1.6004 1.4752 5.6062
N -1.8056 0.1122 4.9624
O -2.6407 -0.5801 5.5092
O -1.1945 -0.0658 3.9150
H -0.5967 1.3940 6.0233
H -2.3415 1.5965 6.3962
H -1.7287 2.2747 4.8765
C 4.6823 -1.4396 -0.1873
N 4.2185 -2.2981 -1.3635
O 4.8965 -2.2480 -2.3905
O 3.3522 -3.1634 -1.0620
H 4.2390 -0.4526 -0.3195
H 5.7577 -1.4775 -0.3609
H 4.2969 -2.1230 0.5693
C 1.6070 -2.2483 3.3446
N 1.0041 -2.1050 4.7026
O 0.8296 -0.9163 5.0674
O 0.7748 -3.1162 5.3346
H 1.3315 -3.1876 2.8652
H 2.6815 -2.3815 3.4704
H 1.4140 -1.3857 2.7069
C 2.1886 -4.0596 -2.9710
N 1.7395 -3.5321 -4.2646
O 0.7030 -3.9829 -4.6683
O 2.4031 -2.6368 -4.7946
H 3.2762 -4.0130 -2.9160
H 1.8026 -5.0624 -2.7881
H 1.7216 -3.4409 -2.2047

Forces on the atoms, in the same order (eV/Å):
C -1.98 0.70 0.54
C -0.73 0.59 0.28
C 0.12 -1.83 0.82
C -0.47 -0.58 0.56
C 0.07 -2.18 1.43
C -0.41 1.97 -2.99
N 0.81 0.26 -0.26
O 1.30 2.27 -0.78
C 6.07 3.48 0.17
C 1.37 -0.64 -2.01
C -2.28 -0.04 0.40
H -0.77 1.17 0.66
H -0.56 0.31 -0.13
H -0.13 0.97 0.41
H -0.08 0.34 1.68
H 0.69 0.16 0.57
H 0.32 -2.30 4.08
H -0.68 -0.70 -1.15
H 0.41 -0.80 1.03
H 0.18 0.23 0.20
H 0.89 1.27 -0.73
H 3.57 4.00 -0.08
H 0.87 0.86 0.71
H -0.10 0.11 -0.22
H 0.12 0.42 -0.45
H 0.61 1.48 -3.70
H 0.04 0.16 -0.01
H -1.09 0.10 0.71
H 0.73 0.15 -0.96
B -0.19 -0.94 1.24
F 0.10 -0.81 0.18
F 0.43 0.42 -0.06
F -0.68 -0.12 -1.68
F -0.49 0.08 -2.36
Cl 0.16 -0.35 -2.29
C 0.30 3.00 -2.08
C 1.19 -0.54 1.34
Cl -0.20 -0.09 -0.44
H -0.18 0.25 -0.27
H 0.08 2.75 -2.99
H -0.28 -0.13 -0.27
H -0.09 -0.01 0.10
Cl -1.41 0.52 0.40
C 0.58 0.01 -1.41
C 0.28 -1.75 -0.06
Cl -1.52 1.89 -1.15
H 0.66 0.09 0.36
H 0.15 0.37 -0.79
H 0.17 0.48 0.13
H -0.23 -0.14 -0.03
C 0.77 -4.56 -1.14
N -5.29 1.34 -3.81
O 0.76 0.17 2.68
O 3.28 -2.38 1.66
H 0.44 -0.84 0.44
H -0.44 -2.90 -1.09
H 0.00 -0.98 -0.61
C -1.00 0.53 -0.61
N -0.09 1.18 -0.60
O 1.05 -0.59 0.43
O -0.24 -0.66 0.21
H 0.41 0.75 0.32
H 0.17 -0.48 -0.32
H 0.91 0.95 0.07
C 0.07 1.08 0.96
N -1.80 0.64 1.63
O 0.99 -0.16 -0.58
O 1.25 -0.53 -0.83
H -0.32 -0.29 0.06
H -0.36 -0.08 -0.41
H 0.66 0.95 0.74
C -1.41 1.26 -0.24
N -2.47 -6.70 2.27
O -4.74 -3.25 1.32
O -3.18 -1.80 -1.86
H -1.14 -0.32 0.36
H -0.11 -0.01 -0.24
H 0.41 -0.25 0.10
C 0.17 -0.66 0.31
N -0.12 3.02 0.82
O -0.64 -0.23 -0.02
O -2.16 4.42 9.58
H 0.01 0.43 -0.12
H 0.14 -0.25 -0.08
H 0.35 -0.33 -0.20
C -0.06 -1.70 -1.95
N 0.30 -2.88 1.04
O -1.36 0.10 0.49
O 5.88 1.17 -0.22
H 0.47 -1.04 0.22
H -0.03 0.37 0.59
H 0.30 1.12 0.79
C 0.83 -0.83 -0.12
N 0.62 0.88 -0.58
O 0.40 -2.15 0.38
O 0.02 1.11 0.22
H -0.72 0.43 0.24
H 0.24 0.51 0.50
H -0.34 -0.90 1.18
C 0.29 -0.56 -0.09
N 0.15 0.11 0.22
O -0.25 -0.06 -1.17
O -0.40 -0.58 0.22
H -0.61 -0.06 -0.46
H -0.02 0.02 -0.50
H 0.24 -0.40 -0.88

Values from the calculation:
Total charge = -2
Electronic energy = -4865.798120 a.u.
E_LUMO = 3.26 eV
E_HOMO = 0.009 hartree
Molecular weight = 929.29 u


HOMO-LUMO gap for the records above, in order: 9.516, 5.832, 3.022 eV